Molecular formula: C30H47N9O3
Method: DFT, ωB97M-V with the def2-TZVPD basis set

Cartesian coordinates (Å):
O: -0.5922 0.4276 1.2161
O: -0.2918 -1.6883 0.7348
O: 1.4073 -0.4187 1.0937
N: 2.8466 -5.6216 -0.5318
N: 2.9261 3.6105 2.3484
N: -3.5853 1.4557 3.4629
N: -5.6818 1.0673 3.0741
N: -2.3227 -3.1875 -2.7615
N: 0.1616 -0.5833 1.0584
N: -0.4418 3.4130 -3.9719
N: 3.5358 -6.6182 -2.3442
N: 4.1065 5.4509 2.6641
C: -1.2521 0.8415 -3.5122
C: 3.0430 3.7923 3.7088
C: 3.6296 4.5830 1.7565
C: -3.6638 0.8690 2.2039
C: -0.9635 2.6872 -4.9809
C: 1.9853 -4.8888 0.4122
C: -0.6699 1.5781 -2.4813
C: -4.8177 1.5422 3.9618
C: -0.0903 4.8409 -4.1946
C: -2.3125 1.7442 4.0737
C: -1.4033 1.3966 -4.7783
C: -1.9013 -2.8523 -3.9897
C: -1.5836 -1.5269 -4.2253
C: -2.5910 -4.6004 -2.4544
C: -7.1402 1.0967 3.1789
C: -0.3153 2.8972 -2.7447
C: 3.5781 -7.2407 -3.6412
C: 2.7102 -3.8328 1.2111
C: 2.1876 2.5977 1.6050
C: -4.9691 0.5557 2.0087
C: 4.9574 6.6313 2.4496
C: 2.5557 -5.8721 -1.8095
C: -7.7943 -0.2815 3.0758
C: -1.7096 -0.5589 -3.2363
C: -2.5448 -2.2802 -1.7843
C: 4.1017 -6.1111 -0.2711
C: 6.4130 6.1854 2.3835
C: 3.7084 4.9535 3.8869
C: 4.5329 -6.7175 -1.4110
C: -2.2146 -0.9605 -1.9951
H: -7.4358 1.6400 2.2757
H: 0.5031 5.1847 -3.3542
H: -1.7943 0.7898 -5.5808
H: 6.6260 5.5654 3.2562
H: 2.4277 2.4948 0.5495
H: 2.3503 1.6115 2.0334
H: -2.8918 -2.6941 -0.8500
H: 1.6709 -5.5387 -2.3190
H: -5.0805 1.9392 4.9291
H: 4.2420 -8.1046 -3.6501
H: 4.6876 6.9847 1.4532
H: -2.2702 -4.8567 -1.4439
H: -1.7820 -3.7201 -4.6216
H: 6.7088 5.6791 1.4688
H: 5.4379 -7.2879 -1.5367
H: 0.3889 4.9358 -5.1636
H: 0.2637 3.4070 -1.9886
H: 1.4431 -5.6678 0.9532
H: -7.4560 1.7068 4.0194
H: 2.5017 3.1300 4.3622
H: 3.3978 -4.3928 1.8510
H: 3.3643 -3.2108 0.6022
H: -1.9524 2.7609 3.9233
H: -0.9847 3.2356 -5.9130
H: -2.7409 0.6717 1.6726
H: -2.4276 -0.2512 -1.2066
H: 4.8057 7.4030 3.1963
H: -1.0075 5.4293 -4.1668
H: 2.5890 -7.6193 -3.8904
H: -8.8658 -0.1415 2.9507
H: -7.7129 -0.7735 4.0502
H: 1.9799 -3.2622 1.7745
H: 3.7505 4.7162 0.6949
H: 3.9893 -6.6019 -4.4233
H: 1.1405 2.8930 1.6790
H: -7.3556 -0.9734 2.3630
H: 4.5797 -5.9908 0.6848
H: 7.0424 7.0692 2.5017
H: -3.6267 -4.9176 -2.5507
H: -1.2781 -1.2502 -5.2252
H: -2.3538 1.6150 5.1574
H: -1.9407 -5.2204 -3.0697
H: -1.5561 1.0267 3.7630
H: -5.4563 0.0067 1.2231
H: 3.8538 5.5172 4.7941
H: -0.4811 1.1072 -1.5234
H: 1.1718 -4.4214 -0.1543

Cartesian forces (eV/Å) of the 6 atoms listed first:
O -0.1567 -0.5176 0.0605
O -0.6915 -0.0963 0.2057
O -0.9360 -0.0394 0.3819
N 0.2615 0.6595 -0.7222
N 1.8187 0.8257 -1.1041
N -0.2384 -0.4443 -0.9497

ΔE to the lowest compared entry with this formula, charge and spin ... 0.000 eV
DFT total energy ... -1888.4785 Ha
Net charge ... +4
M ... 581.8 g/mol
Frontier orbital gap ... 6.08 eV